# 1
{"formula": "C39H78FN2O28PS2Si2", "method": "ωB97M-V/def2-TZVPD", "gap_ev": 7.3, "homo_ev": -8.21, "fmax_ev_per_a": 0.96, "elements": ["C", "C", "C", "F", "Si", "O", "Si", "C", "C", "C", "S", "C", "S", "N", "C", "C", "N", "C", "P", "C", "C", "H", "H", "H", "H", "H", "H", "H", "H", "H", "H", "H", "H", "H", "H", "H", "H", "H", "H", "H", "H", "H", "H", "H", "H", "C", "O", "C", "O", "O", "C", "H", "H", "H", "H", "H", "H", "C", "O", "C", "O", "O", "C", "H", "H", "H", "H", "H", "H", "C", "O", "C", "O", "O", "C", "H", "H", "H", "H", "H", "H", "C", "O", "C", "O", "O", "C", "H", "H", "H", "H", "H", "H", "C", "O", "C", "O", "O", "C", "H", "H", "H", "H", "H", "H", "C", "O", "C", "O", "O", "C", "H", "H", "H", "H", "H", "H", "C", "O", "C", "O", "O", "C", "H", "H", "H", "H", "H", "H", "C", "O", "C", "O", "O", "C", "H", "H", "H", "H", "H", "H", "C", "O", "C", "O", "O", "C", "H", "H", "H", "H", "H", "H"], "coordinates": [[5.741, -4.879, -1.059], [4.975, -3.971, -0.086], [4.946, -2.510, -0.510], [3.909, -2.345, -1.456], [4.622, -1.297, 0.931], [3.279, -0.405, 0.613], [3.275, 1.181, 0.101], [1.594, 1.461, -0.676], [0.506, 0.563, -0.072], [-0.856, 0.803, -0.747], [-1.728, -0.783, -0.881], [-3.051, -0.264, -1.957], [-2.835, 0.315, -3.446], [-4.330, -0.388, -1.394], [-4.834, -1.454, -0.668], [-6.085, -1.106, -0.324], [-6.381, 0.166, -0.788], [-5.330, 0.556, -1.430], [4.752, 1.823, -1.411], [6.442, 1.939, -0.716], [4.819, 0.660, -2.826], [5.817, -4.397, -2.037], [5.229, -5.828, -1.217], [6.759, -5.068, -0.717], [5.378, -4.057, 0.926], [3.927, -4.285, -0.070], [5.873, -2.254, -1.037], [5.813, -0.451, 1.185], [4.361, -2.083, 2.157], [3.471, 2.085, 1.261], [1.342, 2.520, -0.558], [1.675, 1.259, -1.750], [0.805, -0.477, -0.220], [0.416, 0.745, 1.001], [-1.470, 1.477, -0.148], [-0.735, 1.226, -1.743], [-4.285, -2.356, -0.458], [-6.791, -1.687, 0.246], [-5.189, 1.505, -1.928], [6.376, 2.432, 0.256], [7.059, 2.559, -1.367], [6.942, 0.976, -0.586], [3.862, 0.705, -3.346], [5.578, 1.041, -3.514], [5.063, -0.374, -2.582], [-6.265, 5.976, 3.573], [-5.652, 4.691, 3.421], [-6.414, 3.785, 2.812], [-7.523, 3.978, 2.375], [-5.734, 2.652, 2.703], [-6.438, 1.640, 1.963], [-5.528, 6.591, 4.080], [-6.505, 6.403, 2.601], [-7.170, 5.901, 4.172], [-6.673, 1.988, 0.963], [-7.348, 1.345, 2.480], [-5.767, 0.789, 1.897], [-10.962, -3.054, 4.928], [-10.033, -2.059, 4.484], [-10.522, -0.819, 4.477], [-11.634, -0.499, 4.805], [-9.567, 0.003, 4.045], [-9.955, 1.380, 3.979], [-10.425, -3.996, 4.879], [-11.278, -2.853, 5.950], [-11.833, -3.082, 4.277], [-10.234, 1.754, 4.962], [-10.786, 1.515, 3.290], [-9.086, 1.918, 3.614], [7.585, 4.503, 4.786], [7.727, 4.154, 3.404], [8.762, 4.737, 2.794], [9.564, 5.470, 3.311], [8.750, 4.365, 1.516], [9.812, 4.924, 0.735], [6.721, 3.952, 5.147], [8.472, 4.214, 5.345], [7.412, 5.573, 4.896], [10.779, 4.616, 1.127], [9.748, 6.011, 0.722], [9.684, 4.540, -0.272], [-6.641, -7.454, -3.050], [-5.704, -6.433, -3.419], [-6.187, -5.192, -3.370], [-7.304, -4.884, -3.048], [-5.217, -4.354, -3.733], [-5.593, -2.971, -3.715], [-6.102, -8.392, -3.146], [-6.976, -7.311, -2.025], [-7.497, -7.446, -3.722], [-5.894, -2.673, -2.714], [-6.403, -2.780, -4.416], [-4.707, -2.421, -4.020], [-7.348, 4.118, -0.664], [-6.350, 3.388, -1.398], [-5.546, 4.123, -2.156], [-5.580, 5.318, -2.288], [-4.675, 3.298, -2.750], [-3.734, 3.951, -3.608], [-7.889, 3.368, -0.099], [-6.883, 4.826, 0.017], [-8.022, 4.641, -1.340], [-3.131, 4.661, -3.046], [-4.248, 4.469, -4.415], [-3.108, 3.159, -4.009], [-4.378, -13.299, -4.701], [-3.413, -12.336, -5.140], [-3.873, -11.085, -5.198], [-4.989, -10.735, -4.911], [-2.883, -10.294, -5.600], [-3.234, -8.905, -5.658], [-3.860, -14.252, -4.707], [-4.724, -13.063, -3.696], [-5.228, -13.325, -5.380], [-3.529, -8.553, -4.670], [-4.048, -8.742, -6.361], [-2.343, -8.381, -5.988], [-3.038, -10.380, -1.957], [-2.193, -9.243, -1.755], [-2.451, -8.558, -0.641], [-3.305, -8.821, 0.166], [-1.604, -7.532, -0.575], [-1.776, -6.700, 0.577], [-2.709, -10.823, -2.891], [-2.919, -11.099, -1.148], [-4.080, -10.075, -2.030], [-1.620, -7.273, 1.489], [-2.774, -6.264, 0.588], [-1.026, -5.921, 0.487], [13.629, 6.326, 2.551], [13.756, 6.004, 1.160], [14.789, 6.587, 0.554], [15.584, 7.329, 1.069], [14.792, 6.209, -0.725], [15.859, 6.767, -1.500], [12.750, 5.794, 2.900], [14.509, 6.003, 3.103], [13.484, 7.396, 2.685], [16.823, 6.463, -1.098], [15.795, 7.853, -1.511], [15.727, 6.372, -2.503], [4.565, 10.611, 4.472], [5.387, 9.466, 4.220], [4.742, 8.441, 3.665], [3.574, 8.414, 3.378], [5.613, 7.448, 3.483], [5.054, 6.272, 2.890], [5.225, 11.349, 4.918], [4.145, 10.992, 3.543], [3.760, 10.360, 5.160], [4.646, 6.486, 1.904], [4.269, 5.860, 3.523], [5.871, 5.563, 2.805]], "lowdin_charge": [-0.099, -0.259, -0.426, -0.090, 0.585, -0.420, 0.331, -0.310, -0.330, -0.478, 0.892, -1.037, 0.767, -0.144, -0.112, -0.140, 0.085, -0.154, 0.727, -0.374, -0.339, 0.072, 0.070, 0.070, 0.093, 0.115, 0.105, -0.016, -0.015, -0.010, 0.082, 0.074, 0.081, 0.112, 0.086, 0.051, 0.118, 0.109, 0.097, 0.023, 0.024, 0.020, 0.029, 0.032, 0.012, -0.034, 0.008, -0.624, 0.097, 0.023, -0.019, 0.094, 0.095, 0.097, 0.058, 0.082, 0.091, -0.038, 0.002, -0.625, 0.124, 0.002, -0.027, 0.093, 0.097, 0.097, 0.100, 0.103, 0.067, -0.036, -0.022, -0.626, 0.127, -0.003, -0.028, 0.097, 0.098, 0.095, 0.093, 0.101, 0.092, -0.027, -0.004, -0.625, 0.127, 0.006, -0.027, 0.080, 0.099, 0.099, 0.073, 0.103, 0.083, -0.015, -0.016, -0.613, 0.137, -0.055, -0.032, 0.085, 0.093, 0.104, 0.101, 0.101, 0.055, -0.034, -0.003, -0.655, 0.113, 0.002, -0.022, 0.094, 0.095, 0.098, 0.089, 0.100, 0.097, -0.024, 0.010, -0.623, 0.124, 0.005, -0.036, 0.084, 0.103, 0.096, 0.097, 0.096, 0.093, -0.029, -0.003, -0.627, 0.125, 0.000, -0.038, 0.085, 0.098, 0.100, 0.097, 0.097, 0.092, -0.037, 0.004, -0.624, 0.125, 0.002, -0.026, 0.093, 0.097, 0.097, 0.102, 0.103, 0.074]}

# 2
{"formula": "C19H21AuN3PSe3", "method": "ωB97M-V/def2-TZVPD", "gap_ev": [8.8, 5.2], "e_above_lowest_ev": 1.484, "multiplicity": 3, "homo_ev": [-13.48, -13.60], "fmax_ev_per_a": 3.70, "charge": 2, "elements": ["Au", "Se", "P", "Se", "C", "C", "C", "C", "C", "C", "C", "C", "C", "C", "C", "C", "H", "H", "H", "H", "H", "H", "H", "H", "H", "H", "C", "N", "C", "C", "N", "C", "C", "Se", "H", "H", "H", "H", "H", "H", "H", "H", "C", "C", "N", "H", "H", "H"], "coordinates": [[0.969, -17.219, -8.066], [0.709, -18.842, -10.149], [2.905, -19.022, -9.866], [3.114, -18.496, -7.772], [3.834, -17.837, -10.838], [5.228, -18.049, -11.022], [5.924, -17.092, -11.785], [5.287, -15.965, -12.354], [3.897, -15.901, -12.264], [3.200, -16.762, -11.489], [3.459, -20.703, -10.204], [2.962, -21.223, -11.372], [3.226, -22.573, -11.648], [4.039, -23.263, -10.838], [4.390, -22.761, -9.561], [4.170, -21.418, -9.272], [5.784, -18.805, -10.486], [6.956, -17.152, -11.937], [5.861, -15.234, -12.923], [3.402, -15.009, -12.659], [2.099, -16.618, -11.541], [2.441, -20.691, -12.158], [3.047, -22.967, -12.628], [4.337, -24.295, -10.992], [4.950, -23.345, -8.916], [4.531, -21.022, -8.325], [2.424, -21.030, -4.650], [1.276, -21.188, -3.789], [1.051, -22.269, -3.026], [-0.055, -22.011, -2.251], [-0.544, -20.801, -2.588], [-1.628, -20.020, -1.888], [0.250, -20.288, -3.580], [0.200, -18.612, -4.332], [2.162, -20.263, -5.326], [2.758, -22.011, -5.070], [3.175, -20.712, -3.980], [1.835, -23.008, -2.919], [-0.699, -22.397, -1.442], [-1.988, -19.234, -2.480], [-1.252, -19.708, -0.909], [-2.417, -20.696, -1.641], [-2.357, -13.969, -7.949], [-1.299, -14.993, -7.915], [-0.548, -15.871, -7.840], [-2.682, -13.572, -6.907], [-3.327, -14.283, -8.538], [-2.001, -13.069, -8.458]], "lowdin_charge": [0.366, 0.413, 0.222, 0.341, -0.411, -0.050, -0.041, -0.026, -0.088, -0.131, -0.437, -0.089, -0.060, -0.053, -0.032, -0.103, 0.111, 0.091, 0.120, 0.122, 0.090, 0.116, 0.118, 0.123, 0.088, 0.086, 0.000, -0.120, 0.014, 0.021, -0.092, 0.037, -0.656, 0.910, -0.002, 0.135, 0.102, 0.155, 0.166, 0.051, 0.119, 0.096, -0.042, -0.147, 0.008, 0.131, 0.141, 0.086]}

# 3
{"formula": "C3H11NOS2", "method": "ωB97M-V/def2-TZVPD", "gap_ev": [8.5, 4.4], "e_above_lowest_ev": 1.138, "multiplicity": 2, "homo_ev": [-13.16, -13.16], "fmax_ev_per_a": 0.96, "charge": 1, "elements": ["S", "S", "C", "C", "N", "C", "H", "H", "H", "H", "H", "H", "H", "H", "H", "H", "H", "O"], "coordinates": [[1.286, 0.556, -3.449], [0.744, 0.932, -1.564], [0.497, -0.685, -0.748], [-0.279, -0.430, 0.548], [0.641, 0.032, 1.559], [0.180, -0.155, 2.935], [2.457, -0.098, -3.299], [1.485, -1.058, -0.467], [0.076, -1.328, -1.514], [-1.208, 0.135, 0.354], [-0.625, -1.425, 0.839], [0.849, 1.018, 1.441], [-0.806, 0.307, 3.085], [0.088, -1.203, 3.221], [0.918, 0.293, 3.595], [-1.917, 1.308, -2.904], [-1.919, 0.854, -1.427], [-2.468, 0.947, -2.206]], "lowdin_charge": [0.591, 0.701, -0.418, -0.311, -0.133, -0.101, -0.097, 0.103, 0.092, 0.114, 0.141, 0.105, 0.089, 0.088, 0.088, 0.021, -0.035, -0.039]}

# 4
{"formula": "C4H12N2O", "method": "ωB97M-V/def2-TZVPD", "smiles": "[H]/N=C(/C)OC.CN", "gap_ev": 10.0, "e_above_lowest_ev": 1.645, "homo_ev": -9.18, "fmax_ev_per_a": 1.98, "elements": ["H", "N", "C", "C", "O", "C", "H", "H", "H", "H", "H", "H", "C", "N", "H", "H", "H", "H", "H"], "coordinates": [[0.208, 0.611, 1.851], [-0.538, -0.065, 1.691], [-0.165, -0.995, 0.885], [-1.096, -2.073, 0.433], [1.058, -1.092, 0.322], [2.159, -0.391, 0.911], [-1.879, -1.640, -0.194], [-0.559, -2.834, -0.140], [-1.550, -2.548, 1.307], [3.082, -0.857, 0.554], [2.136, -0.472, 2.003], [2.148, 0.655, 0.595], [-0.833, 2.209, -1.299], [-0.648, 0.974, -2.039], [-0.334, 3.035, -1.813], [-1.898, 2.445, -1.218], [-0.418, 2.123, -0.291], [-1.198, 0.240, -1.595], [0.324, 0.676, -1.963]], "lowdin_charge": [0.031, 0.145, -0.532, -0.014, -0.100, -0.065, 0.078, 0.084, 0.087, 0.093, 0.096, 0.088, -0.204, -0.066, 0.067, 0.073, 0.046, 0.040, 0.053]}

# 5
{"formula": "C31H35N8PS2V", "method": "ωB97M-V/def2-TZVPD", "gap_ev": [6.3, 6.1], "e_above_lowest_ev": 1.408, "multiplicity": 4, "homo_ev": [-6.48, -6.54], "fmax_ev_per_a": 1.28, "elements": ["V", "C", "C", "N", "C", "S", "N", "N", "C", "C", "C", "C", "C", "C", "C", "N", "H", "H", "H", "H", "H", "H", "H", "H", "H", "H", "H", "H", "H", "S", "C", "N", "N", "C", "C", "C", "C", "C", "C", "N", "N", "C", "C", "C", "C", "C", "C", "H", "H", "H", "H", "H", "H", "H", "H", "H", "H", "H", "C", "P", "C", "C", "C", "C", "C", "C", "C", "H", "H", "H", "H", "H", "H", "H", "H", "H", "H", "H"], "coordinates": [[-0.037, -0.129, 0.010], [0.872, 4.958, 3.171], [1.739, 4.221, 2.165], [1.009, 3.805, 0.986], [0.261, 2.696, 0.916], [-0.642, 2.398, -0.565], [0.244, 1.918, 1.981], [-0.562, 0.807, 1.726], [-1.390, 0.410, 2.607], [-1.631, 1.057, 3.924], [-2.126, -0.818, 2.182], [-3.084, -1.416, 2.977], [-3.720, -2.557, 2.501], [-3.362, -3.052, 1.265], [-2.381, -2.394, 0.532], [-1.782, -1.292, 0.970], [1.447, 5.192, 4.066], [0.021, 4.344, 3.465], [0.494, 5.892, 2.757], [2.177, 3.328, 2.614], [2.561, 4.850, 1.819], [0.962, 4.416, 0.184], [-1.095, 2.002, 3.973], [-1.277, 0.408, 4.729], [-2.697, 1.230, 4.080], [-3.322, -1.006, 3.946], [-4.477, -3.048, 3.096], [-3.820, -3.939, 0.854], [-2.059, -2.767, -0.428], [1.598, -1.364, 1.158], [1.520, -2.756, 0.063], [2.356, -3.766, 0.294], [2.165, -4.870, -0.482], [0.984, -5.592, -0.657], [-0.177, -5.351, 0.071], [-1.294, -6.142, -0.139], [-1.287, -7.180, -1.063], [-0.119, -7.429, -1.771], [1.005, -6.644, -1.570], [0.702, -2.810, -1.001], [-0.020, -1.694, -1.196], [-0.921, -1.807, -2.283], [-0.993, -2.958, -3.073], [-1.908, -3.021, -4.112], [-2.767, -1.963, -4.381], [-2.699, -0.825, -3.588], [-1.782, -0.745, -2.552], [3.008, -5.424, -0.546], [-0.203, -4.557, 0.807], [-2.187, -5.945, 0.441], [-2.167, -7.786, -1.220], [-0.080, -8.233, -2.493], [1.906, -6.834, -2.139], [-0.338, -3.788, -2.853], [-1.950, -3.918, -4.716], [-3.476, -2.024, -5.194], [-3.358, 0.011, -3.778], [-1.750, 0.169, -1.961], [1.179, 0.964, -3.279], [1.760, 0.565, -1.599], [3.007, -0.705, -1.996], [2.828, 1.971, -1.138], [2.794, 3.195, -1.796], [3.631, 4.231, -1.402], [4.509, 4.050, -0.343], [4.543, 2.833, 0.326], [3.704, 1.801, -0.066], [2.021, 1.307, -3.884], [0.400, 1.725, -3.271], [0.769, 0.055, -3.722], [3.720, -0.287, -2.709], [2.521, -1.578, -2.432], [3.529, -1.023, -1.095], [2.105, 3.353, -2.616], [3.601, 5.176, -1.927], [5.168, 4.853, -0.041], [5.221, 2.685, 1.155], [3.722, 0.860, 0.471]], "lowdin_charge": [0.380, -0.083, -0.251, -0.013, -0.812, 0.608, 0.038, -0.167, -0.249, -0.003, -0.194, 0.002, -0.040, -0.035, -0.081, 0.075, 0.072, 0.058, 0.072, 0.110, 0.108, 0.116, 0.065, 0.100, 0.088, 0.111, 0.113, 0.106, 0.104, 0.625, -0.824, 0.022, -0.020, -0.270, -0.045, -0.096, -0.111, -0.101, -0.044, 0.017, -0.215, -0.308, -0.025, -0.082, -0.101, -0.084, -0.069, 0.132, 0.101, 0.089, 0.093, 0.099, 0.108, 0.100, 0.102, 0.096, 0.103, 0.061, -0.253, 0.831, -0.241, -0.371, -0.107, -0.089, -0.098, -0.083, -0.091, 0.053, 0.026, 0.044, 0.056, 0.044, 0.031, 0.096, 0.102, 0.102, 0.106, 0.089]}

# 6
{"formula": "C8H15N2OS", "method": "ωB97M-V/def2-TZVPD", "smiles": "C[C@@]1(C(N)=S)C[C@@H]1[C@H]1C[NH2+]CO1", "gap_ev": 8.4, "e_above_lowest_ev": 4.074, "homo_ev": -11.53, "fmax_ev_per_a": 3.06, "charge": 1, "elements": ["C", "C", "C", "N", "S", "C", "C", "C", "C", "N", "C", "O", "H", "H", "H", "H", "H", "H", "H", "H", "H", "H", "H", "H", "H", "H", "H"], "coordinates": [[1.526, -0.191, 2.624], [1.090, -0.223, 1.199], [2.195, 0.529, 0.192], [3.229, 1.185, 0.778], [2.076, 0.321, -1.446], [0.482, -1.509, 0.788], [-0.408, -0.264, 0.851], [-0.830, 0.325, -0.456], [-1.335, -0.755, -1.423], [-2.513, -0.107, -2.097], [-2.500, 1.299, -1.594], [-1.966, 1.178, -0.389], [1.125, -1.073, 3.229], [1.380, 0.807, 3.068], [2.687, -0.343, 2.641], [3.249, 1.118, 1.798], [4.036, 1.607, 0.184], [0.173, -2.230, 1.556], [0.737, -1.838, -0.154], [-1.264, -0.392, 1.545], [0.008, 0.713, -1.088], [-0.424, -1.076, -2.073], [-1.639, -1.669, -1.036], [-2.323, -0.288, -3.072], [-3.405, -0.562, -1.891], [-1.909, 1.813, -2.305], [-3.476, 1.624, -1.432]], "lowdin_charge": [-0.059, -0.380, -0.681, 0.073, 0.722, -0.060, -0.120, -0.318, -0.063, 0.128, -0.155, -0.005, 0.118, 0.095, 0.111, 0.081, 0.170, 0.134, 0.068, 0.175, 0.032, 0.153, 0.112, 0.182, 0.193, 0.149, 0.144]}